Record 1
Here is 9 unconnected molecules or ions with the total composition C39H95N9O5 in a non-equilibrium geometry from the Open Molecules 2025 dataset. Energies are from ωB97M-V/def2-TZVPD.

Geometry as XYZ:
```
148
Properties=species:S:1:pos:R:3:mulliken_charge:R:1
C 5.165 13.585 27.962 -1.36
C 5.549 15.074 27.804 -0.47
N 4.686 15.825 26.836 0.01
C 4.986 17.261 26.923 -0.40
C 4.628 17.890 28.241 -1.38
C 4.744 15.234 25.509 -0.54
C 3.733 15.915 24.492 -1.32
H 5.541 13.003 27.121 0.30
H 4.080 13.485 27.973 0.36
H 5.540 13.081 28.853 0.40
H 5.486 15.488 28.811 0.32
H 6.577 15.270 27.499 0.45
H 5.984 17.531 26.577 0.38
H 4.312 17.817 26.272 0.34
H 5.388 17.709 29.000 0.28
H 4.382 18.950 28.166 0.41
H 3.709 17.431 28.606 0.37
H 4.469 14.181 25.565 0.35
H 5.785 15.223 25.184 0.42
H 2.718 15.918 24.890 0.31
H 3.682 15.299 23.594 0.44
H 4.184 16.832 24.113 0.34
C 2.653 6.149 28.358 -1.10
C 1.416 5.949 27.443 -0.75
N 0.894 7.154 26.695 0.20
C 1.930 7.795 25.884 -0.59
C 2.467 6.842 24.832 -1.25
C 0.230 8.186 27.477 -0.48
C -1.096 7.592 28.008 -1.37
H 3.517 6.647 27.918 0.28
H 3.002 5.153 28.631 0.40
H 2.363 6.570 29.320 0.32
H 1.735 5.091 26.850 0.39
H 0.607 5.609 28.089 0.34
H 1.500 8.643 25.352 0.44
H 2.750 8.292 26.402 0.36
H 1.630 6.438 24.262 0.26
H 3.113 7.486 24.236 0.42
H 3.024 5.975 25.188 0.28
H 0.030 8.967 26.744 0.43
H 0.829 8.592 28.293 0.33
H -1.001 7.337 29.064 0.33
H -1.433 6.774 27.372 0.35
H -1.918 8.308 28.011 0.40
C 6.646 16.283 15.717 -1.17
C 6.345 16.826 14.255 -0.55
N 5.497 16.046 13.409 -0.02
C 5.020 16.863 12.275 -0.66
C 6.109 17.483 11.364 -1.07
C 6.176 14.776 12.962 -0.35
C 5.239 13.839 12.177 -1.29
H 7.408 16.858 16.243 0.35
H 6.843 15.214 15.630 0.27
H 5.749 16.339 16.334 0.31
H 5.969 17.847 14.322 0.44
H 7.334 16.916 13.805 0.31
H 4.248 16.380 11.676 0.38
H 4.505 17.738 12.669 0.38
H 6.902 18.028 11.875 0.28
H 6.649 16.834 10.674 0.29
H 5.640 18.208 10.698 0.42
H 6.580 14.280 13.844 0.35
H 7.055 15.023 12.367 0.32
H 4.405 13.469 12.774 0.28
H 5.755 12.894 12.003 0.42
H 4.959 14.287 11.224 0.31
C 2.638 3.357 15.085 -1.29
C 2.622 2.578 16.392 -0.58
N 3.631 3.043 17.384 0.17
C 4.958 2.588 17.063 -0.42
C 6.047 2.988 18.110 -1.39
C 3.071 2.812 18.756 -0.61
C 2.694 1.329 19.013 -1.13
H 1.772 3.122 14.466 0.43
H 3.537 3.028 14.564 0.31
H 2.680 4.434 15.246 0.24
H 1.620 2.850 16.723 0.36
H 2.580 1.501 16.227 0.36
H 5.231 2.949 16.071 0.36
H 4.894 1.507 16.938 0.38
H 5.932 4.030 18.409 0.33
H 7.005 2.622 17.740 0.40
H 5.976 2.328 18.975 0.31
H 3.881 3.118 19.418 0.40
H 2.130 3.318 18.970 0.32
H 3.538 0.652 18.886 0.29
H 2.439 1.310 20.072 0.42
H 1.839 0.907 18.484 0.31
C -3.365 7.176 12.932 -1.07
C -4.850 7.539 12.834 0.67
O -5.490 7.246 11.825 -0.63
N -5.404 8.191 13.920 -0.16
C -4.719 8.741 15.129 -0.81
H -3.251 6.421 13.710 0.30
H -2.809 8.085 13.160 0.34
H -3.083 6.777 11.957 0.27
H -6.388 8.412 13.859 0.21
H -5.237 8.530 16.065 0.30
H -4.835 9.824 15.176 0.27
H -3.693 8.391 15.242 0.30
C -2.894 15.189 19.004 -0.91
C -1.574 15.084 18.227 0.66
O -1.073 13.979 18.056 -0.64
N -1.122 16.220 17.629 -0.19
C 0.126 16.322 16.882 -0.82
H -3.424 16.115 18.781 0.30
H -2.636 15.005 20.047 0.22
H -3.598 14.384 18.790 0.28
H -1.799 16.969 17.579 0.22
H -0.075 16.232 15.815 0.29
H 0.781 15.471 17.069 0.31
H 0.636 17.258 17.111 0.29
C 3.931 11.143 18.392 -0.87
C 4.316 9.694 18.161 0.61
O 5.479 9.348 18.114 -0.67
N 3.355 8.828 17.883 -0.13
C 1.943 8.974 17.807 -1.01
H 4.621 11.548 19.133 0.29
H 2.884 11.134 18.694 0.34
H 4.057 11.664 17.442 0.21
H 3.700 7.893 17.716 0.23
H 1.650 9.679 17.028 0.30
H 1.510 9.143 18.793 0.37
H 1.561 7.966 17.652 0.33
C -2.725 5.139 22.824 -1.06
C -2.949 6.449 22.160 0.81
O -3.379 6.512 21.035 -0.66
N -2.629 7.508 22.859 -0.13
C -2.759 8.872 22.281 -0.89
H -3.442 4.369 22.537 0.31
H -2.775 5.236 23.909 0.30
H -1.710 4.813 22.600 0.24
H -2.095 7.387 23.707 0.14
H -3.328 8.881 21.351 0.32
H -1.812 9.405 22.206 0.29
H -3.276 9.547 22.964 0.31
C 9.878 5.391 12.216 -1.05
C 8.803 5.910 11.296 0.65
O 8.908 5.583 10.090 -0.67
N 7.814 6.672 11.782 -0.10
C 7.417 6.959 13.075 -0.86
H 9.396 4.778 12.977 0.29
H 10.365 6.157 12.821 0.32
H 10.548 4.858 11.541 0.29
H 7.171 6.985 11.068 0.25
H 7.819 6.295 13.839 0.27
H 6.332 6.997 13.179 0.30
H 7.809 7.934 13.363 0.31
```

* structure (SMILES): CCN(CC)CC.CCN(CC)CC.CCN(CC)CC.CCN(CC)CC.CNC(C)=O.CNC(C)=O.CNC(C)=O.CNC(C)=O.CNC(C)=O
* spin multiplicity: 1
* calculated total energy: -2411.8422 Eh
* ΔE to the lowest compared entry with this formula, charge and spin: 3.743 eV
* orbital gap: 8.32 eV

---

Record 2
Here is 16 unconnected molecules or ions with the total composition C39H96NO29 in a non-equilibrium geometry from the Open Molecules 2025 dataset. Energies are from ωB97M-V/def2-TZVPD.

Geometry as XYZ:
```
165
Properties=species:S:1:pos:R:3:mulliken_charge:R:1
C 12.629 -24.551 8.451 -1.12
C 11.959 -24.774 7.047 2.81
C 12.546 -25.951 6.250 -1.43
C 12.295 -27.350 6.727 0.42
C 10.769 -27.557 7.154 -1.63
C 10.036 -26.330 7.742 3.11
N 10.534 -25.138 6.982 0.98
O 9.754 -24.007 7.386 0.89
C 10.370 -26.266 9.270 -1.31
C 8.522 -26.457 7.458 -0.95
C 12.340 -23.563 6.152 -1.38
H 11.950 -23.816 8.883 -0.02
H 13.567 -23.996 8.448 0.39
H 12.957 -25.425 9.014 -0.31
H 13.604 -25.733 6.103 0.39
H 12.050 -26.010 5.282 -0.49
H 12.986 -27.669 7.508 -0.39
H 12.635 -27.947 5.881 0.26
H 10.718 -28.349 7.901 0.35
H 10.201 -27.801 6.256 0.15
H 11.407 -26.535 9.473 0.25
H 9.792 -26.843 9.992 0.40
H 10.238 -25.249 9.639 -0.54
H 8.136 -26.277 6.455 0.49
H 8.029 -25.845 8.214 -1.02
H 8.196 -27.453 7.759 0.05
H 13.418 -23.402 6.178 0.40
H 11.928 -22.588 6.412 -0.46
H 12.200 -23.819 5.101 0.01
C 4.035 -26.736 1.488 -0.61
C 5.069 -26.221 2.164 0.37
C 5.320 -26.745 3.618 -0.08
O 6.315 -26.460 4.329 -0.33
C 4.492 -27.655 4.197 -0.39
C 3.371 -28.200 3.459 0.41
C 3.027 -27.613 2.093 0.31
O 1.858 -27.638 1.728 -0.73
O 2.576 -29.010 3.941 -0.79
O 5.930 -25.491 1.538 -0.80
H 4.028 -26.460 0.444 0.30
H 4.582 -27.984 5.222 0.38
C 8.984 -31.121 7.295 -0.46
O 7.909 -31.824 6.552 -0.52
H 9.740 -30.791 6.583 0.27
H 8.505 -30.195 7.613 0.10
H 9.243 -31.608 8.235 0.34
H 8.279 -32.611 6.146 0.28
C 7.360 -27.464 11.359 -0.22
O 8.443 -27.933 12.156 -0.56
H 7.691 -26.607 10.772 -0.08
H 7.046 -28.283 10.713 0.22
H 6.572 -27.214 12.070 0.32
H 8.923 -27.228 12.597 0.28
C 14.486 -30.556 9.192 -0.07
O 15.100 -31.488 8.258 -0.58
H 15.111 -30.170 9.997 0.09
H 14.020 -29.696 8.711 -0.13
H 13.709 -31.081 9.748 0.44
H 14.464 -31.642 7.556 0.33
C 15.190 -27.177 11.588 -0.55
O 15.916 -26.279 12.382 -0.60
H 14.312 -27.453 12.171 0.39
H 14.766 -26.708 10.700 0.17
H 15.660 -28.113 11.285 0.29
H 16.853 -26.180 12.194 0.28
C 10.117 -25.388 3.371 1.47
C 9.608 -25.510 1.951 -0.87
O 9.076 -24.162 1.545 -0.48
O 9.210 -24.886 4.248 -0.37
H 10.946 -24.682 3.422 -0.43
H 10.598 -26.300 3.723 -0.61
H 8.770 -26.207 1.942 0.24
H 10.406 -25.586 1.213 0.39
H 9.683 -23.710 0.954 0.21
H 9.633 -24.996 5.102 0.06
C 16.807 -27.496 7.168 -0.09
C 16.791 -28.810 6.468 0.46
O 18.094 -29.241 6.234 -0.58
O 16.750 -27.717 8.567 -0.45
H 15.970 -26.887 6.826 -0.13
H 17.595 -26.859 6.767 0.28
H 16.213 -28.752 5.546 -0.34
H 16.217 -29.533 7.048 0.23
H 18.067 -29.886 5.524 0.33
H 17.344 -28.466 8.654 0.36
C 12.823 -24.362 11.788 1.16
C 11.574 -24.259 12.680 -0.49
O 10.996 -22.917 12.688 -0.65
O 14.012 -24.411 12.560 -0.71
H 12.867 -23.404 11.270 -0.18
H 12.658 -25.210 11.124 -0.36
H 11.890 -24.588 13.670 0.47
H 10.801 -24.973 12.395 -0.07
H 10.376 -22.806 11.963 0.29
H 14.536 -25.179 12.320 0.46
C 11.876 -20.877 9.022 1.52
C 11.838 -19.510 9.783 -0.69
O 11.266 -19.434 11.079 -0.56
O 10.607 -21.301 8.503 -0.74
H 12.313 -21.688 9.605 -0.61
H 12.535 -20.823 8.155 -0.45
H 11.226 -18.851 9.167 0.35
H 12.860 -19.133 9.816 0.29
H 11.264 -20.324 11.439 0.38
H 10.608 -22.199 8.163 -0.01
C 5.965 -24.355 7.468 0.52
C 4.649 -23.472 7.173 -0.92
O 4.503 -23.267 5.712 -0.46
O 7.065 -23.811 6.649 -0.37
H 5.936 -25.422 7.247 0.24
H 6.293 -24.401 8.507 -0.31
H 4.624 -22.466 7.593 0.25
H 3.741 -23.852 7.640 0.44
H 3.591 -23.001 5.572 0.20
H 7.876 -24.108 7.069 -0.06
C 15.278 -28.373 2.406 -0.46
C 13.900 -28.259 3.210 0.04
O 13.972 -29.339 4.154 -0.54
O 15.433 -29.615 1.804 -0.54
H 16.198 -28.272 2.982 0.24
H 15.283 -27.519 1.729 0.33
H 12.974 -28.397 2.652 0.28
H 13.845 -27.292 3.711 -0.04
H 14.251 -30.030 3.549 0.36
H 16.370 -29.744 1.640 0.32
C 10.222 -20.967 3.021 -0.62
C 10.125 -20.881 4.572 -0.16
O 9.383 -22.032 5.123 -0.33
O 9.000 -21.313 2.301 -0.45
H 11.082 -21.514 2.635 0.24
H 10.438 -19.942 2.722 0.48
H 9.535 -20.015 4.871 0.37
H 11.132 -20.774 4.976 -0.04
H 9.916 -22.617 5.666 -0.05
H 8.964 -20.795 1.493 0.25
C 15.353 -21.252 7.558 0.21
C 15.106 -20.535 6.212 -0.57
O 16.317 -19.976 5.850 -0.54
O 16.291 -22.358 7.358 -0.57
H 14.475 -21.780 7.932 -0.12
H 15.718 -20.485 8.241 0.38
H 14.231 -19.886 6.175 0.43
H 14.863 -21.245 5.422 0.24
H 16.087 -19.294 5.215 0.32
H 16.594 -22.690 8.206 0.29
C 8.515 -29.546 3.561 0.70
C 9.795 -29.624 2.782 0.33
O 9.639 -29.825 1.417 -0.57
O 7.640 -30.564 3.200 -0.70
H 8.049 -28.566 3.460 0.03
H 8.707 -29.640 4.630 -0.24
H 10.527 -30.390 3.036 0.13
H 10.317 -28.689 2.988 -0.48
H 8.845 -30.338 1.253 0.37
H 7.147 -30.706 4.011 0.40
C 8.061 -23.449 10.509 1.15
C 6.655 -22.893 11.050 -0.81
O 6.063 -22.156 9.960 -0.46
O 9.111 -22.401 10.574 -0.49
H 8.130 -23.920 9.528 -0.39
H 8.439 -24.271 11.116 -0.13
H 6.737 -22.247 11.924 0.43
H 6.075 -23.751 11.389 0.40
H 5.175 -21.871 10.188 0.25
H 9.278 -22.001 9.717 0.31
```

* spin multiplicity: 1
* calculated total energy: -3779.6729 Eh
* total charge: -3
* orbital gap: 1.58 eV